# 1
Formula: H14Na5O11S
Source: OMol25
Level of theory: ωB97M-V/def2-TZVPD

Atoms and positions in Å:
Na  0.58697  -3.17489  3.71429
Na  1.06276  6.04379  1.68600
Na  -0.17574  2.66107  3.85841
Na  -1.24284  4.42888  -2.05995
Na  4.15344  3.05008  -0.23992
S  0.53875  1.10063  0.20096
O  -0.55256  0.99730  -0.74091
O  0.17101  0.28188  1.29159
O  1.80984  0.65006  -0.32578
O  0.70316  2.47076  0.68019
O  -2.82643  -0.78296  -3.63014
H  -2.38491  -0.36344  -2.89170
H  -3.54886  -0.19278  -3.84459
O  0.98058  0.58200  -4.12776
H  1.32493  0.70147  -3.24267
H  0.03841  0.46584  -4.00507
O  -0.35547  -3.64411  0.41465
H  0.28309  -3.71293  -0.29510
H  -0.40611  -2.70675  0.60184
O  -2.72290  -0.64875  3.78345
H  -2.56874  0.07146  4.39482
H  -2.34005  -0.34956  2.95874
O  2.54290  -2.78757  -1.69372
H  3.22002  -2.84222  -2.36808
H  2.39889  -1.84890  -1.57376
O  -4.08317  1.16725  0.56343
H  -3.19445  1.12415  0.21049
H  -4.18963  2.07897  0.83485
O  3.54291  -1.95335  2.12197
H  4.14480  -1.25282  2.37340
H  3.08940  -1.61459  1.35009

Its relative energy (zero: lowest compared OMol25 entry of this formula, charge and spin) is 135.39 kcal/mol. Its charge is +3. Its spin multiplicity is 1.

Atom charges from the Mulliken analysis, given in e for atoms 1 to 2: atom 1 (Na): 0.95, atom 2 (Na): 0.97

***

# 2
Formula: H14NaO7
Source: OMol25
Level of theory: ωB97M-V/def2-TZVPD

Atoms and positions in Å:
Na  0.33656  -0.37220  0.26689
O  -1.03629  -1.94347  1.58357
H  -1.79926  -1.42391  1.83683
H  -1.11142  -2.74690  2.09843
O  -0.03607  1.95956  0.62332
H  0.33998  2.58144  0.00034
H  0.31548  2.22796  1.47220
O  -1.58360  -0.35970  -1.37411
H  -2.23997  0.32779  -1.26112
H  -2.09027  -1.14137  -1.59437
O  -2.54110  1.58352  0.76942
H  -1.61250  1.80705  0.83240
H  -2.94376  2.34582  0.35348
O  2.36872  0.13388  1.48403
H  3.19325  -0.31694  1.30197
H  2.62224  1.04326  1.64211
O  0.93042  0.85720  -2.18401
H  0.04259  0.58685  -2.41830
H  1.27644  1.26051  -2.98015
O  1.70774  -2.46597  -0.68866
H  1.25546  -3.15934  -1.16920
H  2.60535  -2.78503  -0.59508

Its relative energy (zero: lowest compared OMol25 entry of this formula, charge and spin) is 5.59 kcal/mol. Its charge is +1. Its spin multiplicity is 1.

Atom charges from the Mulliken analysis, given in e for atoms 1 to 2: atom 1 (Na): 0.80, atom 2 (O): -0.57

***

# 3
Formula: H14O6S
Source: OMol25
Level of theory: ωB97M-V/def2-TZVPD

Atoms and positions in Å:
S  3.27968  -3.09930  -2.46877
H  1.97550  -2.84812  -2.63561
H  3.54399  -2.05537  -3.27811
H  3.22583  0.52047  -1.78573
H  3.39170  1.17683  -3.03765
O  2.70563  1.08651  -2.36001
H  -2.30106  -1.23225  2.06420
H  -1.11206  -1.58784  1.41880
O  -1.82867  -2.02880  1.85837
H  1.34816  2.44680  2.26736
H  1.11186  2.99340  0.92035
O  1.14079  3.27267  1.84234
H  -6.30317  -0.49193  3.77420
H  -5.00030  0.15460  3.35093
O  -5.36769  -0.41280  4.02467
H  0.19622  2.26975  -1.13272
H  -0.30404  1.01854  -0.51241
O  -0.39063  1.97510  -0.44434
H  0.79825  -1.53814  -1.07301
H  -0.26870  -0.79892  -1.82859
O  0.15871  -0.82121  -0.96426

The SMILES is O.O.O.O.O.O.S. Its relative energy (zero: lowest compared OMol25 entry of this formula, charge and spin) is 35.02 kcal/mol. Its charge is 0. Its spin multiplicity is 1.

Atom charges from the Mulliken analysis, given in e for atoms 1 to 2: atom 1 (S): -0.27, atom 2 (H): 0.10

***

# 4
Formula: H14O6S
Source: OMol25
Level of theory: ωB97M-V/def2-TZVPD

Atoms and positions in Å:
S  6.28665  -0.77116  3.26448
H  5.37966  0.21961  3.35392
H  6.29049  -0.55470  1.92329
H  -0.73555  -3.07830  -1.73414
H  -0.01472  -2.69987  -0.28555
O  0.03205  -2.77714  -1.23779
H  -0.10572  1.11669  -1.99068
H  -1.24137  2.37319  -1.86760
O  -0.63032  1.75632  -1.47552
H  0.68693  -0.76378  -1.10144
H  1.06829  -1.27851  -2.39117
O  0.79822  -0.43753  -2.00904
H  -4.88712  -0.54421  -0.12904
H  -5.87255  0.70472  -0.20842
O  -4.98507  0.38115  -0.36356
H  1.22396  0.11161  0.85683
H  -0.25622  0.26912  1.28271
O  0.37184  -0.34049  0.86390
H  -0.94275  1.84629  0.38567
H  -1.66779  2.42250  1.52741
O  -0.79890  2.04450  1.33572

As for the expectation value of S²: 0.753. Its relative energy (zero: lowest compared OMol25 entry of this formula, charge and spin) is 27.52 kcal/mol. Its charge is +1. Its spin multiplicity is 2.

Atom charges from the Mulliken analysis, given in e for atoms 1 to 2: atom 1 (S): 0.30, atom 2 (H): 0.35

***

# 5
Formula: H14O7
Source: OMol25
Level of theory: ωB97M-V/def2-TZVPD

Atoms and positions in Å:
O  33.39953  0.69900  -19.65494
H  33.23073  0.23695  -18.83382
H  33.07961  1.58781  -19.50033
O  28.81486  -2.69210  -19.61529
H  29.32666  -3.47105  -19.83328
H  28.15415  -3.00433  -18.99706
O  31.69547  -0.08193  -22.30205
H  31.06872  -0.22224  -21.59231
H  31.24027  -0.38515  -23.08761
O  31.20435  -1.50322  -18.10908
H  31.18444  -2.33571  -18.58108
H  31.07013  -1.74382  -17.19238
O  29.77883  -0.30332  -20.25975
H  29.21815  -1.07286  -20.16143
H  30.40343  -0.36759  -19.53726
O  27.87409  1.61396  -21.36313
H  27.39038  2.40110  -21.11277
H  28.17962  1.24613  -20.53393
O  27.04848  0.61319  -18.54699
H  27.39822  1.37206  -18.08005
H  27.82199  0.10766  -18.79672

As for the expectation value of S²: 0.750. Its relative energy (zero: lowest compared OMol25 entry of this formula, charge and spin) is 10.11 kcal/mol. Its charge is -1. Its spin multiplicity is 2.

Atom charges from the Mulliken analysis, given in e for atoms 1 to 2: atom 1 (O): -0.74, atom 2 (H): 0.31

***

# 6
Formula: H14O7
Source: OMol25
Level of theory: ωB97M-V/def2-TZVPD

Atoms and positions in Å:
O  -0.11582  0.20285  0.24054
H  0.02820  -0.79664  0.59608
H  -0.95852  0.25676  -0.07489
O  2.08538  -3.02742  2.24882
H  1.50420  -2.79933  1.47876
H  2.99917  -2.96896  1.93064
O  -2.86656  0.98062  -0.02614
H  -3.17280  1.59431  0.51085
H  -3.60940  0.36351  -0.32642
O  0.35609  -2.55707  -0.01218
H  -0.38173  -3.10907  -0.08635
H  0.38549  -2.10206  -0.89718
O  1.57197  2.00087  1.40151
H  2.02805  1.84084  2.22370
H  1.09045  1.26157  1.16614
O  1.53250  0.95664  -1.93008
H  1.57670  0.04617  -2.49092
H  0.92995  0.76869  -1.16989
O  -1.41240  2.73120  -1.48882
H  -1.84261  2.09781  -0.95662
H  -1.72831  2.25870  -2.33756

The SMILES is O.O.O.O.O.O.O. Its relative energy (zero: lowest compared OMol25 entry of this formula, charge and spin) is 71.73 kcal/mol. Its charge is 0. Its spin multiplicity is 1.

Atom charges from the Mulliken analysis, given in e for atoms 1 to 2: atom 1 (O): -0.80, atom 2 (H): 0.38